Here is a single C7H11NO molecule from the Open Molecules 2025 dataset. Energies are from ωB97M-V with the def2-TZVPD basis set.

Output
Multiplicity = 1
SMILES string = C=CN(C)C(=C)C(C)=O
Lowest unoccupied orbital energy = 0.979 eV
Gap between HOMO and LUMO = 9.07 eV
ΔE to the lowest compared entry with this formula, charge and spin = 2.389 eV
E_tot = -403.24618 Eh
HOMO energy = -8.09 eV

```
20
C7H11NO | the Open Molecules 2025 dataset | ωB97M-V with the def2-TZVPD basis set
C -3.135 0.105 0.154
C -1.928 0.210 -0.386
N -0.602 -0.181 0.290
C -0.729 -0.802 1.592
C 0.482 0.519 -0.101
C 0.572 1.628 -0.837
C 1.881 -0.309 0.198
C 2.701 -0.570 -1.042
O 2.221 -0.680 1.290
H -3.303 -0.155 1.187
H -4.020 0.262 -0.442
H -1.790 0.524 -1.412
H -1.190 -0.114 2.305
H 0.246 -1.094 1.971
H -1.356 -1.691 1.501
H -0.293 2.228 -1.064
H 1.523 1.991 -1.180
H 3.232 0.339 -1.318
H 3.433 -1.350 -0.838
H 2.055 -0.858 -1.868
```

natural (NBO) atomic charge list, values in e, 6 entries:
1. C -0.468
2. C 0.000
3. N -0.441
4. C -0.418
5. C 0.126
6. C -0.522



Here is a single C6H8N2O molecule from the Open Molecules 2025 dataset. Energies are from ωB97M-V with the def2-TZVPD basis set.

Output
Multiplicity = 1
Lowest unoccupied orbital energy = 0.493 eV
Gap between HOMO and LUMO = 8.43 eV
ΔE to the lowest compared entry with this formula, charge and spin = 3.780 eV
E_tot = -418.04439 Eh
HOMO energy = -7.94 eV

```
17
C6H8N2O | the Open Molecules 2025 dataset | ωB97M-V with the def2-TZVPD basis set
C 0.282 0.148 1.989
C -0.812 0.990 1.524
C -0.370 -0.774 -1.376
C 1.071 -0.494 -0.858
C -1.101 0.477 -1.026
C 0.887 0.687 0.056
N 0.522 -0.881 2.559
N -0.458 1.048 0.117
O -1.583 1.722 2.071
H -0.385 -0.862 -2.378
H -0.800 -1.764 -0.971
H 1.416 -1.337 -0.366
H 1.594 -0.267 -1.777
H -1.297 1.215 -1.778
H -2.165 0.133 -0.623
H 1.738 1.277 0.353
H 1.460 -1.319 2.485
```

natural (NBO) atomic charge list, values in e, 6 entries:
1. C 0.260
2. C 0.554
3. C -0.403
4. C -0.470
5. C -0.220
6. C -0.025



Here is C47H51ClN5O6PS2Y as an isolated structure from the Open Molecules 2025 dataset. Energies are from ωB97M-V with the def2-TZVPD basis set.

Output
Multiplicity = 2
Lowest unoccupied orbital energy (spin up / spin down) = -0.241 / -0.866 eV
⟨S²⟩ = 0.75
Gap between HOMO and LUMO (spin up / spin down) = 6.75 / 6.12 eV
ΔE to the lowest compared entry with this formula, charge and spin = 2.073 eV
E_tot = -4182.90532 Eh
HOMO energy (spin up / spin down) = -6.99 / -6.99 eV

```
114
C47H51ClN5O6PS2Y | the Open Molecules 2025 dataset | ωB97M-V with the def2-TZVPD basis set
Y 0.960 1.048 -0.213
C -2.338 4.245 -2.733
C -2.527 3.870 -1.289
C -2.997 2.609 -0.929
C -3.154 2.246 0.402
C -3.780 0.929 0.778
C -2.778 3.158 1.389
C -2.305 4.421 1.058
C -1.863 5.391 2.121
C -2.204 4.770 -0.284
H -2.935 5.120 -3.000
H -2.624 3.428 -3.398
H -1.290 4.493 -2.926
H -3.271 1.897 -1.704
H -3.089 0.277 1.316
H -4.123 0.390 -0.107
H -4.645 1.093 1.426
H -2.871 2.878 2.436
H -0.770 5.438 2.162
H -2.224 5.096 3.107
H -2.224 6.400 1.910
H -1.820 5.751 -0.550
O 0.641 3.808 -0.593
C 1.178 3.326 0.411
C 1.963 4.135 1.379
C 2.267 5.483 1.205
C 3.095 6.119 2.114
C 3.628 5.411 3.186
C 3.329 4.068 3.367
C 2.490 3.425 2.462
P 1.923 1.697 2.640
C 3.249 0.880 3.592
C 3.163 0.575 4.951
C 4.189 -0.119 5.580
C 5.313 -0.504 4.863
C 5.411 -0.193 3.514
C 4.382 0.486 2.878
C 0.556 1.877 3.839
C 0.081 3.122 4.246
C -1.002 3.216 5.112
C -1.621 2.070 5.585
C -1.155 0.824 5.186
C -0.081 0.728 4.315
H 1.857 6.000 0.344
H 3.343 7.166 1.987
H 4.285 5.913 3.887
H 3.747 3.525 4.207
H 2.291 0.874 5.519
H 4.108 -0.354 6.635
H 6.112 -1.046 5.354
H 6.286 -0.490 2.949
H 4.458 0.712 1.820
H 0.550 4.031 3.891
H -1.357 4.194 5.416
H -2.464 2.145 6.262
H -1.637 -0.079 5.539
H 0.241 -0.254 3.994
C -3.010 -6.265 -8.624
C -3.021 -5.668 -7.243
C -1.860 -5.169 -6.665
C -1.856 -4.660 -5.373
C -3.038 -4.606 -4.643
N -3.062 -4.099 -3.320
C -2.509 -2.936 -2.839
O -2.442 -2.716 -1.643
N -2.126 -2.041 -3.810
C -1.426 -0.846 -3.624
C -1.145 -0.068 -4.747
C -0.479 1.132 -4.607
C -0.077 1.531 -3.345
N -0.332 0.784 -2.273
C -0.995 -0.373 -2.385
C -4.211 -5.093 -5.214
C -4.194 -5.628 -6.490
H -2.168 -5.897 -9.209
H -3.928 -6.028 -9.164
H -2.929 -7.353 -8.577
H -0.931 -5.197 -7.223
H -0.927 -4.324 -4.926
H -3.492 -4.651 -2.597
H -2.355 -2.276 -4.762
H -1.475 -0.398 -5.726
H -0.266 1.752 -5.466
H 0.482 2.442 -3.173
H -1.202 -0.904 -1.469
H -5.135 -5.042 -4.650
H -5.115 -6.008 -6.917
O 3.467 1.450 -0.294
Cl 3.478 1.458 -1.768
O 4.774 1.240 -2.274
O 2.564 0.368 -2.128
O 2.893 2.683 -2.209
C 0.255 -5.283 -0.600
C 1.002 -3.999 -0.281
N 0.159 -3.128 0.533
C 0.706 -1.950 1.179
S -0.556 -0.626 1.230
N 1.150 -2.233 2.527
C 1.930 -3.429 2.786
C 2.319 -3.463 4.255
H 0.857 -5.939 -1.233
H -0.674 -5.055 -1.121
H 0.002 -5.817 0.319
H 1.326 -3.516 -1.216
H 1.914 -4.235 0.269
H -0.695 -2.894 0.045
H 1.620 -1.413 2.900
H 2.844 -3.472 2.171
H 1.318 -4.293 2.523
H 2.959 -2.609 4.502
H 2.872 -4.373 4.491
H 1.432 -3.418 4.889
S 3.442 -1.751 0.232
C 1.920 -1.417 0.373
```

Mulliken atomic charge list, values in e, 6 entries:
1. Y -0.228
2. C -1.753
3. C 0.874
4. C -0.387
5. C 0.330
6. C -1.513



Here is a single C6H12O molecule from the Open Molecules 2025 dataset. Energies are from ωB97M-V with the def2-TZVPD basis set.

Output
Multiplicity = 1
SMILES string = C[C@@H]1C[C@@H]1[C@@H](C)O
Lowest unoccupied orbital energy = 1.028 eV
Gap between HOMO and LUMO = 11.07 eV
ΔE to the lowest compared entry with this formula, charge and spin = 1.105 eV
E_tot = -311.01867 Eh
HOMO energy = -10.05 eV

```
19
C6H12O | the Open Molecules 2025 dataset | ωB97M-V with the def2-TZVPD basis set
C 1.289 -1.468 1.087
C 0.682 -1.348 -0.311
C 1.021 -0.224 -1.242
C -0.346 -0.285 -0.637
C -0.726 0.793 0.351
C -1.320 1.993 -0.368
O -1.701 0.332 1.272
H 1.535 -0.481 1.494
H 2.219 -2.041 1.034
H 0.647 -1.973 1.829
H 0.665 -2.241 -0.904
H 1.739 0.506 -0.895
H 1.090 -0.468 -2.301
H -1.172 -0.580 -1.283
H 0.179 1.126 0.889
H -0.590 2.433 -1.056
H -1.628 2.751 0.357
H -2.202 1.686 -0.940
H -1.380 -0.509 1.622
```

natural (NBO) atomic charge list, values in e, 6 entries:
1. C -0.618
2. C -0.229
3. C -0.416
4. C -0.253
5. C 0.098
6. C -0.614



Here is a 6-piece molecular cluster, C14H34N4O10 overall from the Open Molecules 2025 dataset. Energies are from ωB97M-V with the def2-TZVPD basis set.

Output
Multiplicity = 2
Lowest unoccupied orbital energy (spin up / spin down) = -3.679 / -3.712 eV
⟨S²⟩ = 0.75
Gap between HOMO and LUMO (spin up / spin down) = 2.76 / 5.16 eV
E_tot = -1524.76651 Eh
Charge = +1
HOMO energy (spin up / spin down) = -6.44 / -8.87 eV

```
62
C14H34N4O10 | the Open Molecules 2025 dataset | ωB97M-V with the def2-TZVPD basis set
C 14.338 3.315 -8.967
C 14.506 4.730 -9.398
O 14.953 5.208 -10.525
N 13.887 5.705 -8.461
H 12.952 5.959 -8.746
H 13.832 5.225 -7.574
C 14.654 7.004 -8.196
H 13.624 3.031 -8.195
H 15.232 2.825 -8.581
H 14.024 2.722 -9.826
H 14.594 7.629 -9.087
H 15.717 6.831 -8.032
H 14.288 7.614 -7.371
C 21.188 5.372 -4.495
C 20.915 6.772 -4.913
O 21.405 7.688 -4.253
N 20.275 6.988 -6.242
H 21.079 7.152 -6.831
H 19.975 6.057 -6.494
C 19.034 7.913 -6.319
H 22.181 5.009 -4.760
H 20.502 4.581 -4.799
H 21.128 5.394 -3.407
H 18.134 7.429 -5.940
H 19.030 8.164 -7.379
H 19.197 8.854 -5.793
C 19.086 9.622 -12.924
C 17.906 10.145 -12.110
O 17.169 10.998 -12.559
N 17.768 9.690 -10.649
H 18.661 9.815 -10.196
H 17.108 10.239 -10.117
C 17.246 8.276 -10.444
H 19.102 10.146 -13.881
H 19.187 8.537 -12.925
H 19.942 9.919 -12.318
H 17.815 7.578 -11.058
H 16.225 8.353 -10.818
H 17.265 8.184 -9.358
C 12.690 2.104 -1.845
C 12.942 1.308 -3.195
O 12.978 0.095 -3.219
N 12.997 2.088 -4.491
H 12.926 1.449 -5.269
H 12.327 2.844 -4.480
C 14.498 2.641 -4.655
H 13.487 2.818 -1.640
H 12.671 1.392 -1.020
H 11.742 2.643 -1.847
H 14.680 3.399 -3.894
H 14.492 3.135 -5.626
H 15.272 1.874 -4.690
O 16.833 3.859 -2.368
C 17.570 3.129 -3.157
O 17.375 2.919 -4.349
O 18.659 2.784 -2.745
H 17.638 4.060 -1.886
O 16.832 3.892 -6.975
C 17.796 4.706 -7.503
O 17.529 5.375 -8.561
O 18.868 4.806 -6.905
H 17.263 3.488 -6.218
```

natural (NBO) atomic charge list, values in e, 6 entries:
1. C -0.715
2. C 0.366
3. O -0.717
4. N -0.546
5. H 0.371
6. H 0.410